DFT (ωB97M-V/def2-TZVPD) results for C2H2O3 as an isolated structure.

Structure (XYZ):
```
7
Properties=species:S:1:pos:R:3:nbo_charge:R:1
C -0.68710 0.67644 -0.23052 -0.1033
C 0.09461 -0.30167 0.22312 0.4721
O -1.85462 0.09135 0.31550 -0.1704
O -0.96924 -0.92564 0.76615 -0.2116
O 1.78727 -0.78804 0.24417 -0.6810
H -0.50798 1.60447 -0.76479 0.2173
H 2.13708 -0.35689 -0.55363 0.4768
```

- E_tot (eV) = -8241.644